1.
# H5NOSi

A cluster of 2 separate species, H5NOSi in total in a non-equilibrium geometry (wB97M-V/def2-TZVPD, OMol25).

```
8
Properties=species:S:1:pos:R:3:forces:R:3
N 0.926 -0.781 -0.121 0.6886 -0.1579 2.1713
O -2.063 0.277 0.023 3.6957 4.5652 4.1456
Si 0.306 0.773 0.055 -4.4422 -2.3458 0.5271
H 1.097 -1.498 -0.770 0.0465 -0.2157 -1.3989
H 0.989 -1.239 0.813 -0.1670 0.6546 -0.9987
H -2.101 -0.285 -0.657 -0.2446 -3.4950 -4.2666
H 0.292 0.886 1.497 0.2161 0.7120 0.2623
H 0.554 1.867 -0.839 0.2070 0.2826 -0.4420
```
Positions in Å, forces in eV/Å.

Summary:
- energy above the lowest of the compared OMol25 structures with the same formula, charge and spin (kcal per mole) = 69.7
- LUMO (eV) = 0.54
- E_tot (eV) = -11494.775

***

2.
# H5NSSi

A cluster of 2 separate species, H5NSSi in total in a non-equilibrium geometry (wB97M-V/def2-TZVPD, OMol25).

```
8
Properties=species:S:1:pos:R:3:forces:R:3
N 0.110 0.294 -0.593 -2.3465 -1.2122 0.4558
Si 0.305 -0.564 0.913 1.1080 0.9448 0.6420
S -1.153 0.833 -2.821 -0.0482 -0.1177 -0.3835
H -0.897 0.420 -0.668 -0.4243 -0.1900 0.0927
H 0.402 1.154 -0.946 1.6712 1.5573 0.0159
H 1.759 -0.834 0.842 -0.1846 -1.0214 0.0048
H -0.885 -1.470 1.033 0.7283 -0.0709 -0.3131
H 0.359 0.166 2.239 -0.5039 0.1100 -0.5145
```
Positions in Å, forces in eV/Å.

Summary:
- energy above the lowest of the compared OMol25 structures with the same formula, charge and spin (kcal per mole) = 52.6
- LUMO (alpha / beta) (eV) = -2.41 / -2.39
- E_tot (eV) = -20280.490

***

Question: Among the records above, which one has the lowest energy above the lowest of the compared OMol25 structures with the same formula, charge and spin?
Answer: H5NSSi

***

Question: What is the formula in the second record?
Answer: H5NSSi